The following is a quantum chemistry calculation of one molecule with the formula C3H8N2S2, from the OMol25 dataset.

```
15
Properties=species:S:1:pos:R:3:nbo_charge:R:1
N 0.896 -0.852 -1.902 -0.65
N -0.089 -1.041 -0.965 -0.23
C -0.194 -0.169 -0.039 0.17
C 0.694 1.039 0.121 -0.59
S 2.374 0.627 0.726 -0.04
C -1.306 -0.382 0.957 -0.54
S -2.586 0.921 0.914 -0.04
H 1.780 -0.541 -1.499 0.36
H 1.039 -1.716 -2.416 0.37
H 0.861 1.551 -0.843 0.25
H 0.237 1.764 0.795 0.24
H 1.975 -0.175 1.720 0.12
H -1.747 -1.364 0.782 0.24
H -0.940 -0.338 1.983 0.22
H -2.993 0.679 -0.335 0.13
```

## Properties
Energy above the lowest of the compared OMol25 structures with the same formula, charge and spin = 1.235 eV
E_tot = -27890.46123 eV
Gap between HOMO and LUMO = 0.3498 hartree
HOMO energy = -8.8 eV